{
  "formula": "CH6N4S",
  "method": "ωB97M-V/def2-TZVPD",
  "elements": ["C", "N", "N", "N", "N", "S", "H", "H", "H", "H", "H", "H"],
  "coordinates": [[-1.89403, 1.11578, -0.08919], [-1.93128, -0.64228, -1.67292], [2.02990, 0.11787, 0.16314], [-1.78058, 1.54051, 1.04872], [-1.83108, -0.42209, -0.40862], [-1.64168, -1.40757, 0.85417], [-1.94535, 1.74141, -0.85996], [-1.66180, -1.65762, -1.93535], [1.66609, 0.90575, 0.72234], [3.07890, 0.31934, -0.21416], [1.95382, -0.77102, 0.60820], [-1.73242, 0.87911, 1.85747]],
  "forces_ev_per_angstrom": [[0.7, -6.2, 1.9], [0.5, -3.0, -2.9], [2.7, 1.9, -1.7], [0.0, 0.7, 3.4], [-0.5, 6.2, 0.0], [0.4, -1.9, 1.6], [-0.3, 1.8, -3.8], [-0.6, 1.8, 0.8], [0.6, -0.9, -0.3], [-3.6, -0.7, 1.6], [0.2, -0.3, 0.5], [0.0, 0.5, -1.1]],
  "multiplicity": 3,
  "homo_energy_ev": [-7.19, -9.39],
  "relative_energy_kj_mol": 79.7,
  "charge": 0,
  "orbital_gap_ev": [7.868, 6.188]
}

{
  "formula": "C4H12N2S2",
  "method": "ωB97M-V/def2-TZVPD",
  "elements": ["C", "N", "C", "C", "N", "C", "S", "S", "H", "H", "H", "H", "H", "H", "H", "H", "H", "H", "H", "H"],
  "coordinates": [[-2.24288, -0.47290, -0.65986], [-0.82412, -0.76323, -0.80423], [0.06358, -0.08441, 0.16279], [0.96287, -1.06515, 0.90798], [0.16755, -1.75579, 1.94654], [0.98503, 0.90280, -0.54612], [0.06102, 2.42089, -1.03621], [1.13170, 3.66652, -2.26755], [-2.70432, -0.91789, -1.52874], [-2.70038, -0.92672, 0.22746], [-2.45836, 0.58945, -0.50930], [-0.58858, -1.74506, -0.73698], [-0.56174, 0.37583, 0.94142], [1.85384, -0.56237, 1.29469], [1.25387, -1.89077, 0.24650], [0.49909, -2.68641, 2.18745], [0.38474, -1.31662, 2.84184], [1.39885, 0.44816, -1.45201], [1.76182, 1.21852, 0.14486], [1.55641, 4.56516, -1.36052]],
  "forces_ev_per_angstrom": [[0.1, -0.7, 0.7], [1.0, 0.7, 0.7], [-0.3, -0.1, -0.4], [-0.6, -1.4, 0.1], [0.5, 0.3, 1.3], [0.2, 1.0, -0.4], [-0.8, -0.2, 0.2], [0.2, -0.4, 0.1], [-0.6, 0.4, -0.3], [0.1, -0.3, 0.1], [0.3, 0.0, -0.7], [-0.7, -0.1, -0.1], [0.2, 0.3, -0.2], [0.0, -0.1, 0.0], [0.4, 0.5, -0.3], [0.1, -0.2, -0.8], [-0.6, 0.5, -0.2], [0.0, 0.0, 0.3], [0.3, 0.0, -0.1], [0.1, -0.1, 0.0]],
  "multiplicity": 1,
  "homo_energy_ev": -8.72,
  "relative_energy_kj_mol": 68.9,
  "smiles": "CN[C@@H](CN)CSS",
  "charge": 0,
  "orbital_gap_ev": 9.449
}

{
  "formula": "C5H7NO",
  "method": "ωB97M-V/def2-TZVPD",
  "elements": ["O", "C", "C", "C", "C", "C", "N", "H", "H", "H", "H", "H", "H", "H"],
  "coordinates": [[-1.02658, 1.93852, -0.44430], [-0.02134, 1.11388, 0.10407], [-0.55626, 0.08805, 1.01124], [-0.18801, -1.26563, 0.58354], [0.06596, -1.26021, -0.90191], [0.97307, -0.07987, -0.49623], [1.05827, -0.57827, 0.91286], [-0.70435, 2.85056, -0.47302], [0.75520, 1.73550, 0.55376], [-1.40504, 0.27460, 1.69118], [-0.47628, -2.08893, 1.23019], [-0.77383, -1.01775, -1.55832], [0.56568, -2.18197, -1.21515], [1.88347, 0.22422, -1.02815]],
  "forces_ev_per_angstrom": [[0.3, -0.1, -0.7], [0.8, -0.6, -0.4], [0.5, -0.1, 0.3], [-0.6, -0.5, -0.2], [0.0, 0.0, -0.2], [-0.5, 1.1, -0.3], [-0.9, 0.4, 0.7], [-0.1, -0.4, -0.1], [-0.3, 0.1, 0.3], [1.2, 0.0, 0.6], [-0.2, 0.0, -0.2], [0.1, -0.2, 0.0], [0.2, 0.4, -0.1], [-0.3, -0.1, 0.3]],
  "multiplicity": 1,
  "homo_energy_ev": -9.40,
  "relative_energy_kj_mol": 409.0,
  "charge": 0,
  "orbital_gap_ev": 10.169
}

{
  "formula": "C19H30F7I2NO9S",
  "method": "ωB97M-V/def2-TZVPD",
  "elements": ["C", "C", "N", "C", "O", "O", "C", "C", "C", "O", "C", "C", "C", "I", "C", "C", "I", "S", "O", "O", "F", "H", "H", "H", "H", "H", "H", "H", "H", "H", "H", "H", "H", "H", "H", "H", "H", "H", "H", "H", "H", "C", "C", "O", "C", "O", "C", "F", "F", "F", "H", "H", "H", "H", "H", "C", "C", "O", "C", "O", "C", "F", "F", "F", "H", "H", "H", "H", "H"],
  "coordinates": [[0.78866, -1.08475, 0.88669], [1.76239, -0.28862, 0.00536], [1.06882, 0.29309, -1.18180], [0.74242, 1.65419, -0.94326], [1.52747, 2.57734, -0.92587], [-0.60177, 1.81653, -0.67745], [-1.34363, 2.76003, -1.43424], [-2.75116, 2.13357, -1.50367], [-3.36860, 1.79792, -0.17030], [-4.40261, 0.85562, -0.44834], [-5.33639, 0.75353, 0.59187], [-6.59980, 0.05363, 0.07672], [-1.19773, 4.21335, -0.88230], [-2.98475, 5.40456, -0.99914], [-0.51929, 4.32763, 0.49774], [0.15213, 5.72440, 0.61892], [-1.76717, 4.05530, 2.23856], [-0.77765, 2.77147, -3.19494], [0.31135, 3.65957, -3.39134], [-0.73032, 1.44479, -3.69536], [-2.02581, 3.45818, -3.82707], [1.02005, -2.14542, 0.87750], [-0.23041, -0.98080, 0.52541], [0.80817, -0.71210, 1.90649], [2.21329, 0.49456, 0.61431], [2.57034, -0.91931, -0.34050], [1.78080, 0.34976, -1.90453], [-2.59429, 1.17751, -2.00393], [-3.41414, 2.70149, -2.14221], [-2.66171, 1.34232, 0.52013], [-3.82536, 2.67057, 0.29365], [-5.61680, 1.73141, 0.99081], [-4.94378, 0.18020, 1.43767], [-6.89664, -0.77419, 0.70922], [-7.42604, 0.76004, 0.05429], [-6.43155, -0.25689, -0.94910], [-0.52182, 4.72917, -1.55356], [0.25881, 3.59163, 0.60016], [1.17438, 5.61074, 0.96225], [0.08788, 6.28683, -0.30574], [-0.35335, 6.32134, 1.36970], [3.15415, -2.42283, 7.13611], [3.28333, -3.15188, 5.81667], [1.99003, -3.50986, 5.29182], [1.34889, -2.55939, 4.63315], [1.72712, -1.44605, 4.42999], [0.01567, -3.11094, 4.10495], [-0.61889, -3.83524, 5.03043], [0.22350, -3.90319, 3.04597], [-0.79698, -2.13484, 3.72201], [2.57848, -3.01833, 7.84496], [4.14027, -2.23118, 7.55690], [2.64156, -1.46993, 7.00868], [3.81099, -4.09368, 5.94820], [3.82970, -2.56165, 5.08267], [1.49677, -2.55580, -6.04040], [1.53993, -3.63419, -4.98038], [2.79669, -3.61708, -4.27069], [2.89276, -2.73149, -3.29648], [2.05417, -1.95413, -2.95255], [4.26198, -2.86372, -2.60860], [5.24642, -2.98666, -3.49691], [4.27289, -3.94210, -1.81978], [4.50963, -1.79724, -1.85621], [2.34622, -2.65295, -6.71712], [0.57636, -2.63441, -6.61701], [1.53859, -1.56346, -5.59237], [1.47904, -4.62171, -5.43183], [0.71640, -3.53628, -4.27495]],
  "forces_ev_per_angstrom": [[0.0, 0.2, -0.1], [-0.7, -0.2, 0.5], [0.5, 0.6, 0.2], [0.9, 0.3, 0.3], [-1.0, -0.8, -0.3], [0.5, -0.2, -0.7], [-1.2, 0.3, 0.5], [0.6, -0.5, -0.2], [-0.7, -0.3, 0.0], [0.2, 0.4, -0.3], [-0.7, -0.6, 0.4], [0.1, 0.6, 0.0], [0.2, -0.5, 0.4], [0.2, 0.0, -0.1], [0.0, 1.2, -0.2], [-0.6, -0.3, 0.6], [0.1, -0.3, -0.1], [0.7, -0.3, 0.1], [0.0, 0.2, -0.1], [-0.1, -0.1, 0.0], [-0.2, 0.2, -0.2], [0.0, -0.1, 0.1], [-0.1, 0.1, -0.1], [0.0, -0.2, 0.2], [0.2, 0.2, -0.1], [0.0, -0.1, -0.2], [-0.1, -0.1, -0.2], [0.0, -0.1, -0.1], [-0.2, 0.3, 0.2], [0.2, 0.1, 0.1], [0.1, 0.2, 0.1], [0.2, 0.2, -0.1], [0.3, 0.0, 0.0], [0.0, -0.3, -0.1], [-0.1, 0.0, 0.0], [0.0, -0.3, 0.0], [0.1, 0.1, 0.0], [-0.1, -0.3, -0.1], [0.2, 0.0, -0.2], [0.3, 0.0, -0.2], [-0.1, 0.2, 0.0], [-0.3, 0.1, 0.0], [0.5, 0.0, 0.3], [-0.1, -0.1, -0.1], [0.2, -0.1, 0.1], [-0.1, 0.2, -0.1], [-0.5, -0.2, -0.2], [0.0, 0.0, 0.2], [0.2, -0.1, -0.1], [0.1, 0.2, 0.0], [0.1, -0.1, 0.0], [0.0, 0.0, 0.0], [0.1, 0.0, 0.0], [-0.1, -0.1, 0.0], [-0.1, 0.1, -0.1], [0.2, 0.2, 0.1], [-0.4, -0.1, -0.4], [0.1, -0.1, 0.1], [-0.2, -0.2, -0.3], [0.0, 0.2, 0.2], [0.1, 0.1, 0.0], [0.1, 0.0, -0.1], [0.0, -0.2, 0.1], [0.0, 0.2, 0.1], [0.0, -0.1, 0.0], [0.0, 0.0, 0.0], [-0.1, 0.0, 0.0], [0.2, 0.0, 0.1], [0.1, 0.1, 0.1]],
  "multiplicity": 1,
  "homo_energy_ev": -9.17,
  "charge": 0,
  "orbital_gap_ev": 9.223
}

{
  "formula": "C38H40Cl2",
  "method": "ωB97M-V/def2-TZVPD",
  "elements": ["C", "C", "C", "C", "C", "C", "H", "H", "H", "H", "H", "H", "C", "C", "C", "C", "C", "C", "H", "H", "H", "H", "H", "H", "C", "C", "C", "C", "C", "C", "H", "H", "H", "H", "H", "H", "C", "C", "C", "C", "C", "C", "H", "H", "H", "H", "H", "H", "C", "C", "C", "C", "C", "C", "H", "H", "H", "H", "H", "H", "C", "C", "C", "C", "C", "C", "H", "H", "H", "H", "H", "H", "Cl", "C", "C", "Cl", "H", "H", "H", "H"],
  "coordinates": [[-4.05261, 1.07230, 1.75851], [-5.14835, 0.70233, 0.99909], [-5.62220, 1.54669, -0.03560], [-4.94935, 2.67341, -0.42480], [-3.87488, 3.08659, 0.34781], [-3.49717, 2.32532, 1.46089], [-3.67579, 0.54570, 2.61032], [-5.57484, -0.21460, 1.19590], [-6.51028, 1.29155, -0.61254], [-5.30293, 3.30608, -1.24427], [-3.27823, 3.95477, 0.09589], [-2.65812, 2.60644, 2.09356], [2.71815, -2.35396, -2.16586], [1.84606, -1.27235, -2.13362], [1.30174, -0.69005, -3.20426], [1.44406, -1.39147, -4.43689], [2.31033, -2.46235, -4.50644], [2.87848, -3.01418, -3.37283], [3.13979, -2.69664, -1.22846], [1.65554, -0.85018, -1.16559], [0.65570, 0.13925, -3.19176], [0.98273, -1.09515, -5.32571], [2.37461, -2.98677, -5.42981], [3.59575, -3.87356, -3.42288], [1.66674, 2.97569, -1.76952], [1.01368, 2.54129, -0.63196], [-0.15136, 3.13296, -0.20838], [-0.64168, 4.18851, -0.98487], [-0.09710, 4.51571, -2.21774], [1.04924, 3.88515, -2.61714], [2.63448, 2.52188, -2.07728], [1.56021, 1.85148, -0.05927], [-0.70960, 2.72840, 0.63573], [-1.44695, 4.73666, -0.58293], [-0.43389, 5.41097, -2.74240], [1.56672, 4.21131, -3.49684], [-2.32454, 1.43604, -2.83742], [-1.97383, 1.31151, -4.15989], [-1.67790, 0.00340, -4.62407], [-1.85400, -1.08167, -3.75064], [-2.24649, -0.87885, -2.45039], [-2.44946, 0.41583, -1.95620], [-2.48259, 2.47037, -2.43000], [-2.03010, 2.20935, -4.81424], [-1.15889, -0.20396, -5.58283], [-1.57081, -2.01571, -4.05021], [-2.25752, -1.69641, -1.77847], [-2.79277, 0.47476, -0.96055], [3.90044, 1.32249, 2.69264], [4.82736, 0.95310, 3.57030], [4.46403, 0.57224, 4.80612], [3.14519, 0.65243, 5.27583], [2.17971, 1.15663, 4.38113], [2.58590, 1.50568, 3.09882], [4.14263, 1.71488, 1.65908], [5.88444, 0.83742, 3.34484], [5.21382, 0.12809, 5.45088], [2.87816, 0.34587, 6.26061], [1.16982, 1.25286, 4.68802], [1.85664, 1.91782, 2.46300], [1.19497, -4.70183, 1.73348], [0.90162, -4.62238, 3.08647], [1.27282, -3.47505, 3.79542], [1.90572, -2.42963, 3.14076], [2.18888, -2.58858, 1.76492], [1.79909, -3.67738, 1.03079], [1.06554, -5.57384, 1.16836], [0.54838, -5.49069, 3.59853], [0.88275, -3.33205, 4.80262], [2.24586, -1.48868, 3.56251], [2.70216, -1.77620, 1.22200], [1.99774, -3.80704, 0.01436], [-2.81582, -3.50465, 0.65921], [-1.92427, -2.40293, 1.77840], [-1.33178, -1.26901, 0.98977], [-0.35887, -0.24269, 2.02826], [-1.08465, -3.02571, 2.16011], [-2.58967, -2.11385, 2.55277], [-2.09439, -0.65374, 0.51642], [-0.70398, -1.67740, 0.19045]],
  "forces_ev_per_angstrom": [[-0.6, 1.8, -0.9], [0.6, 1.8, -0.8], [-0.4, -1.4, 0.0], [0.1, 1.0, 0.3], [0.7, -0.4, 0.8], [0.8, -0.4, -0.1], [0.0, -0.5, 0.2], [-1.3, -1.8, 0.2], [0.2, -0.3, 0.3], [0.1, -0.4, 0.2], [-0.3, 0.1, 0.0], [-0.1, 0.4, -0.2], [-0.7, -0.5, -0.4], [1.2, 0.2, 2.5], [-0.7, -1.5, -3.4], [1.4, 0.5, 1.8], [-1.1, -0.6, 0.1], [2.0, -0.3, 0.7], [0.2, -0.1, -0.3], [0.0, 0.4, 0.5], [-0.6, 1.0, 0.4], [-0.7, 0.7, -1.1], [0.3, -0.3, -0.7], [-0.9, 0.8, -0.1], [0.4, -0.6, -1.2], [0.7, 0.5, -0.3], [-0.5, 0.2, -0.6], [0.1, -0.9, 0.2], [-0.2, 1.0, 0.8], [1.1, -0.1, 0.2], [-0.8, 0.4, 0.4], [0.2, -1.2, 0.9], [0.3, 0.4, 0.0], [-1.0, 0.6, 0.1], [-0.2, -0.4, -0.1], [0.1, 0.0, -0.5], [-0.5, 3.4, 0.9], [0.1, -1.0, -1.3], [0.3, 0.4, 0.1], [-0.1, 2.7, 0.0], [0.2, 0.9, 0.2], [0.0, -2.5, -1.0], [0.0, -1.0, -0.6], [0.5, -0.9, 0.5], [-0.9, 0.4, 0.5], [0.6, -2.4, -0.8], [-0.3, -0.8, 0.5], [-0.2, 0.8, 1.0], [-1.8, 2.6, -3.4], [2.7, -1.0, -0.1], [-1.0, -1.0, 3.0], [0.1, 0.5, -1.7], [1.6, -0.4, 0.4], [0.0, -0.7, 1.0], [0.0, -0.8, 1.2], [-0.2, 0.2, -0.4], [0.0, 0.2, 0.2], [-0.1, -0.2, 0.5], [-0.8, 0.2, 0.2], [-0.7, 0.4, -1.0], [0.1, 0.1, 0.3], [1.0, 0.4, -0.4], [-0.9, 0.6, 0.1], [0.5, -0.4, -1.5], [0.5, 1.7, -0.1], [-0.3, -0.1, 2.1], [-0.7, -1.4, -0.4], [-0.5, -0.3, 0.3], [0.5, -0.2, 0.0], [-0.3, -0.3, 0.5], [-0.2, -0.3, 0.5], [0.3, 0.0, -1.4], [0.0, 0.3, 0.1], [1.5, -1.3, -0.6], [-0.5, -0.3, -0.9], [0.2, 0.5, 0.3], [-0.7, 0.5, 0.1], [-0.5, 0.3, 0.6], [0.0, 0.0, 0.2], [0.1, 0.1, 0.2]],
  "multiplicity": 1,
  "homo_energy_ev": -9.00,
  "smiles": "c1ccccc1.c1ccccc1.c1ccccc1.c1ccccc1.c1ccccc1.c1ccccc1.ClCCCl",
  "charge": 0,
  "orbital_gap_ev": 9.709
}

{
  "formula": "C3H9S2",
  "method": "ωB97M-V/def2-TZVPD",
  "elements": ["C", "S", "H", "H", "H", "C", "C", "S", "H", "H", "H", "H", "H", "H"],
  "coordinates": [[2.47305, -1.14783, 0.74611], [1.94605, -0.20527, 2.19559], [1.64969, -1.52941, 0.13940], [3.07693, -2.01059, 1.02825], [3.04902, -0.51313, 0.08253], [-2.08382, 1.26524, -0.85760], [-0.89650, 0.33283, -0.65948], [-1.11151, -0.93033, 0.61009], [-3.01327, 0.73995, -0.63069], [-2.03533, 2.11894, -0.18712], [-2.13124, 1.61980, -1.89074], [0.04908, 0.86559, -0.52027], [-0.71276, -0.22434, -1.58838], [-0.25940, -0.38145, 1.53231]],
  "forces_ev_per_angstrom": [[0.0, -0.1, -0.1], [-0.3, 0.2, 0.3], [-0.3, 0.0, 0.1], [0.2, 0.0, 0.0], [0.4, 0.1, -0.2], [-0.1, -0.1, 0.1], [0.4, -0.3, -0.9], [-0.4, 0.1, 0.2], [0.0, 0.0, -0.1], [0.0, 0.1, 0.1], [0.0, 0.1, 0.0], [-0.2, 0.0, 0.4], [-0.2, 0.0, 0.1], [0.4, -0.2, 0.1]],
  "multiplicity": 1,
  "homo_energy_ev": -2.51,
  "relative_energy_kj_mol": 58.8,
  "charge": -1,
  "orbital_gap_ev": 6.092
}